C34H29Cl4N5O5Ta | ωB97M-V with the def2-TZVPD basis set

CARTESIAN COORDINATES (ANGSTROEM)
Ta 0.333 1.803 0.034
Cl -3.729 6.724 -2.217
C -2.551 5.858 -1.323
C -2.044 6.384 -0.131
Cl -2.558 7.927 0.413
C -1.123 5.657 0.624
Cl -0.478 6.259 2.094
C -0.723 4.407 0.179
O 0.113 3.573 0.807
C -1.186 3.904 -1.049
O -0.639 2.717 -1.363
C -2.104 4.621 -1.792
Cl -2.666 3.959 -3.275
O 0.537 1.142 1.945
N -0.444 0.716 2.692
N -1.573 0.832 2.156
O -1.730 1.344 0.968
C -2.719 0.284 2.827
C -3.917 0.234 2.130
C -5.013 -0.368 2.724
C -4.906 -0.910 3.995
C -3.707 -0.829 4.692
C -2.604 -0.223 4.117
H -3.971 0.651 1.136
H -5.951 -0.415 2.188
H -5.759 -1.394 4.453
H -3.630 -1.235 5.691
H -1.670 -0.131 4.651
C 1.604 -5.070 -0.577
C 0.919 -4.349 -1.706
C 0.170 -5.059 -2.638
C -0.429 -4.430 -3.718
C -0.259 -3.067 -3.902
C 0.493 -2.342 -2.995
C 1.049 -2.972 -1.889
N 1.863 -2.231 -0.981
C 1.768 -0.912 -0.659
N 2.967 -0.311 -0.558
C 3.392 0.981 -0.159
C 2.508 2.038 0.086
C 3.073 3.273 0.428
C 4.439 3.455 0.522
C 5.284 2.385 0.278
C 4.784 1.139 -0.068
C 5.735 0.002 -0.352
N 0.624 -0.267 -0.459
C -0.579 -1.044 -0.285
C -1.622 -0.811 -1.179
C -2.816 -1.497 -1.064
C -2.977 -2.421 -0.043
C -1.959 -2.615 0.873
C -0.749 -1.928 0.787
C 0.274 -2.141 1.875
H 1.367 -6.131 -0.614
H 1.295 -4.690 0.395
H 2.692 -4.973 -0.645
H 0.063 -6.129 -2.511
H -1.002 -5.011 -4.429
H -0.699 -2.571 -4.757
H 0.671 -1.284 -3.147
H 2.746 -2.672 -0.775
H 3.740 -0.895 -0.828
H 2.414 4.104 0.640
H 4.846 4.421 0.790
H 6.356 2.509 0.368
H 6.754 0.306 -0.130
H 5.706 -0.286 -1.407
H 5.521 -0.877 0.262
H -1.473 -0.101 -1.985
H -3.617 -1.311 -1.767
H -3.903 -2.973 0.051
H -2.101 -3.301 1.701
H -0.159 -1.874 2.840
H 1.171 -1.544 1.741
H 0.556 -3.192 1.930
O 1.274 1.444 -2.637
H 2.078 1.899 -2.914
H 0.557 1.833 -3.153

Output
E_HOMO in eV: -10.841
Lowest unoccupied orbital energy in eV: -3.766
2S+1: 1
HOMO-LUMO gap in eV: 7.1
Charge: +1

For reference, the Löwdin charges in units of e are: atom 1 (Ta): 1.988, atom 2 (Cl): 0.711, atom 3 (C): -0.695, atom 4 (C): -0.693, atom 5 (Cl): 0.714, atom 6 (C): -0.610, atom 7 (Cl): 0.749, atom 8 (C): -0.337, atom 9 (O): -0.217, atom 10 (C): -0.333, atom 11 (O): -0.234, atom 12 (C): -0.613, atom 13 (Cl): 0.731, atom 14 (O): -0.237, atom 15 (N): 0.066, atom 16 (N): -0.174, atom 17 (O): -0.126, atom 18 (C): -0.164, atom 19 (C): -0.008, atom 20 (C): -0.055, atom 21 (C): -0.060, atom 22 (C): -0.059, atom 23 (C): -0.011, atom 24 (H): 0.118, atom 25 (H): 0.114, atom 26 (H): 0.112, atom 27 (H): 0.113, atom 28 (H): 0.115, atom 29 (C): -0.025, atom 30 (C): -0.206, atom 31 (C): -0.031, atom 32 (C): -0.066, atom 33 (C): -0.066, atom 34 (C): -0.025, atom 35 (C): -0.192, atom 36 (N): 0.160, atom 37 (C): -0.350, atom 38 (N): 0.161, atom 39 (C): -0.207, atom 40 (C): -0.207, atom 41 (C): -0.100, atom 42 (C): -0.059, atom 43 (C): -0.026, atom 44 (C): -0.207, atom 45 (C): -0.039, atom 46 (N): -0.033, atom 47 (C): -0.270, atom 48 (C): -0.047, atom 49 (C): -0.059, atom 50 (C): -0.061, atom 51 (C): -0.029, atom 52 (C): -0.212, atom 53 (C): -0.026, atom 54 (H): 0.085, atom 55 (H): 0.066, atom 56 (H): 0.086, atom 57 (H): 0.116, atom 58 (H): 0.110, atom 59 (H): 0.111, atom 60 (H): 0.109, atom 61 (H): 0.151, atom 62 (H): 0.119, atom 63 (H): 0.094, atom 64 (H): 0.113, atom 65 (H): 0.119, atom 66 (H): 0.086, atom 67 (H): 0.093, atom 68 (H): 0.088, atom 69 (H): 0.116, atom 70 (H): 0.115, atom 71 (H): 0.113, atom 72 (H): 0.126, atom 73 (H): 0.078, atom 74 (H): 0.070, atom 75 (H): 0.076, atom 76 (O): -0.064, atom 77 (H): 0.078, atom 78 (H): 0.061

C3H9BO4 | ωB97M-V with the def2-TZVPD basis set

CARTESIAN COORDINATES (ANGSTROEM)
B 2.097 -0.293 -0.114
C -1.317 -1.467 0.281
C -1.649 2.068 -0.483
C -1.416 -0.014 0.457
O 1.402 0.675 0.437
O 2.978 -0.863 0.682
O 1.944 -0.613 -1.427
O -1.587 0.772 -0.553
H -0.207 -1.640 0.376
H -1.565 -1.662 -0.754
H -2.117 -1.813 0.996
H -1.612 2.587 0.460
H -1.774 2.574 -1.463
H 1.322 -0.144 -1.913
H -1.389 0.327 1.510
H 1.415 1.101 1.280
H 3.475 -1.597 0.227

Output
E_HOMO (spin up / spin down) in eV: -6.671 / -6.986
Lowest unoccupied orbital energy (spin up / spin down) in eV: 0.513 / 0.534
2S+1: 1
HOMO-LUMO gap (spin up / spin down) in eV: 7.2 / 7.5

For reference, the Löwdin charges in units of e are: atom 1 (B): -1.028, atom 2 (C): -0.063, atom 3 (C): -0.076, atom 4 (C): -0.275, atom 5 (O): 0.230, atom 6 (O): 0.216, atom 7 (O): 0.223, atom 8 (O): -0.089, atom 9 (H): 0.086, atom 10 (H): 0.079, atom 11 (H): 0.102, atom 12 (H): 0.059, atom 13 (H): 0.067, atom 14 (H): 0.073, atom 15 (H): 0.134, atom 16 (H): 0.118, atom 17 (H): 0.146

C2H3ClN2O2 | ωB97M-V with the def2-TZVPD basis set

CARTESIAN COORDINATES (ANGSTROEM)
O 2.966 -1.939 -0.128
C 2.036 -1.205 -0.106
O 0.787 -1.534 0.275
C 0.009 -0.348 0.352
N 0.743 0.652 -0.397
N 2.032 0.139 -0.548
Cl 3.282 1.111 0.218
H -0.075 -0.053 1.409
H -0.984 -0.535 -0.060
H 0.359 0.849 -1.317

Output
SMILES: O=C1OCNN1Cl
E_HOMO in eV: -9.929
Lowest unoccupied orbital energy in eV: 0.288
2S+1: 1
HOMO-LUMO gap in eV: 10.2

For reference, the Löwdin charges in units of e are: atom 1 (O): 0.142, atom 2 (C): -0.616, atom 3 (O): 0.063, atom 4 (C): -0.163, atom 5 (N): -0.047, atom 6 (N): -0.423, atom 7 (Cl): 0.648, atom 8 (H): 0.131, atom 9 (H): 0.135, atom 10 (H): 0.130

C6H10 | ωB97M-V with the def2-TZVPD basis set

CARTESIAN COORDINATES (ANGSTROEM)
C 0.730 -2.227 0.456
C 0.147 -1.470 1.190
C -0.349 -0.158 1.556
C -0.060 0.698 0.196
C 0.999 0.209 -0.820
C -1.354 0.916 -0.632
H 1.216 -2.973 -0.116
H 0.167 0.208 2.467
H -1.420 -0.174 1.829
H 0.352 1.652 0.541
H 1.045 1.134 -1.391
H 0.692 -0.573 -1.535
H 2.005 -0.018 -0.450
H -2.211 0.711 0.003
H -1.475 1.927 -1.045
H -1.410 0.228 -1.489

Output
SMILES: C#CCC(C)C
E_HOMO in eV: -9.583
Lowest unoccupied orbital energy in eV: 1.104
2S+1: 1
HOMO-LUMO gap in eV: 10.7

For reference, the Löwdin charges in units of e are: atom 1 (C): 0.087, atom 2 (C): -0.163, atom 3 (C): -0.155, atom 4 (C): -0.368, atom 5 (C): -0.130, atom 6 (C): -0.081, atom 7 (H): 0.033, atom 8 (H): 0.112, atom 9 (H): 0.103, atom 10 (H): 0.118, atom 11 (H): 0.073, atom 12 (H): 0.075, atom 13 (H): 0.081, atom 14 (H): 0.061, atom 15 (H): 0.077, atom 16 (H): 0.077

Calculated values (hartree/bohr) of max |F| for the records, taken in order: 0.027, 0.085, 0.015, 0.021.